[1]
{
  "formula": "C21H25N7O3",
  "method": "ωB97M-V/def2-TZVPD",
  "e_homo_ha": -0.3100,
  "charge": 0,
  "max_force_ev_per_a": 1.6,
  "e_tot_ha": -1424.27747,
  "elements": ["C", "C", "C", "C", "N", "C", "N", "C", "O", "C", "C", "C", "C", "O", "N", "C", "C", "C", "C", "C", "C", "N", "N", "C", "N", "C", "C", "O", "C", "C", "N", "H", "H", "H", "H", "H", "H", "H", "H", "H", "H", "H", "H", "H", "H", "H", "H", "H", "H", "H", "H", "H", "H", "H", "H", "H"],
  "xyz": [[1.57932, 3.97013, 1.65226], [0.25447, 3.21489, 1.70344], [-0.47650, 3.32234, 0.36930], [0.51965, 1.74223, 2.04878], [-0.68699, 0.98352, 2.25542], [-1.21708, 0.17051, 1.33415], [-0.51987, -0.04621, 0.20846], [-1.09581, -0.86504, -0.63882], [-0.52303, -1.12748, -1.83435], [0.65572, -0.59398, -2.22224], [0.96589, -0.73172, -3.61182], [2.13565, -0.22408, -4.04967], [3.06005, 0.44756, -3.15111], [4.13323, 0.91103, -3.48785], [2.61040, 0.50171, -1.83080], [3.40238, 1.06796, -0.79888], [3.39580, 0.45464, 0.44987], [4.14473, 0.98743, 1.48161], [4.90343, 2.12784, 1.27443], [4.90232, 2.73890, 0.03194], [4.15145, 2.21897, -1.00820], [1.46342, -0.01728, -1.39509], [-2.24818, -1.48725, -0.47735], [-2.86821, -1.21542, 0.68318], [-4.06540, -1.78293, 0.88955], [-4.74716, -1.69609, 2.15892], [-4.73970, -3.07836, 2.82391], [-5.29850, -4.05517, 1.97482], [-4.58865, -4.14602, 0.75878], [-4.58983, -2.80534, 0.01471], [-2.39291, -0.38825, 1.61723], [2.10014, 3.90380, 2.60476], [1.40880, 5.01998, 1.42699], [2.22202, 3.55080, 0.88207], [-0.37358, 3.65244, 2.48928], [-1.43219, 2.80499, 0.41009], [-0.66057, 4.36394, 0.11590], [0.12123, 2.86945, -0.41807], [1.05074, 1.26767, 1.22300], [1.12906, 1.68117, 2.95615], [-1.27306, 1.19744, 3.04710], [0.26254, -1.23483, -4.25612], [2.44785, -0.29430, -5.08019], [2.80092, -0.43350, 0.59358], [4.14080, 0.50648, 2.44825], [5.49349, 2.53978, 2.07925], [5.48620, 3.63202, -0.13158], [4.15384, 2.69802, -1.97273], [-4.23499, -0.96077, 2.77734], [-5.78205, -1.38442, 1.97958], [-5.34854, -3.07796, 3.72932], [-3.70395, -3.35054, 3.07929], [-5.08924, -4.91735, 0.17184], [-3.54912, -4.45105, 0.95339], [-3.96556, -2.85004, -0.87620], [-5.61774, -2.53951, -0.25535]],
  "forces_ev_per_angstrom": [[-0.3, -0.1, 0.1], [0.2, -0.1, -0.1], [0.0, 0.0, 0.3], [0.1, 0.4, 0.0], [-0.1, 0.1, 0.2], [-0.4, -0.5, -0.2], [0.1, 0.1, -0.1], [-0.7, 0.2, 1.0], [-0.2, -0.3, 0.0], [1.4, 0.8, 0.1], [0.2, 0.2, 0.0], [-0.4, -0.2, 0.1], [0.0, 0.0, 0.1], [0.1, 0.0, -0.2], [0.1, 0.0, -0.7], [0.4, 0.2, 0.5], [0.1, 0.0, -0.2], [0.0, 0.0, 0.0], [0.1, 0.0, 0.0], [0.0, 0.0, 0.1], [-0.1, 0.0, -0.1], [-0.9, -0.7, -0.2], [0.2, -0.2, -0.4], [0.5, 0.5, -0.2], [-0.2, -0.1, 0.0], [-0.1, -0.2, 0.4], [0.0, 0.4, 0.1], [-0.1, -0.1, 0.0], [0.0, 0.2, -0.3], [0.0, -0.5, -0.1], [-0.1, 0.1, 0.3], [0.1, 0.0, 0.1], [0.0, 0.1, 0.0], [0.1, -0.1, -0.1], [0.0, 0.0, 0.0], [-0.1, 0.0, -0.1], [0.0, 0.1, -0.1], [0.1, -0.1, -0.1], [0.1, 0.1, 0.1], [0.1, 0.0, -0.1], [0.0, -0.1, -0.1], [0.0, 0.0, -0.1], [0.0, 0.0, 0.0], [-0.1, -0.1, 0.0], [0.0, -0.1, 0.1], [0.1, 0.0, 0.1], [0.0, 0.1, 0.0], [0.0, 0.0, -0.1], [-0.2, -0.1, 0.0], [0.1, 0.0, 0.1], [0.1, 0.0, 0.0], [-0.1, 0.0, 0.0], [0.1, 0.0, 0.0], [-0.1, 0.0, 0.0], [-0.2, -0.1, 0.0], [0.1, 0.0, 0.0]]
}



[2]
{
  "formula": "C21H25ORuS",
  "method": "ωB97M-V/def2-TZVPD",
  "e_homo_ha": [0.1102, -0.0351],
  "charge": -2,
  "spin_multiplicity": 6,
  "max_force_ev_per_a": 2.5,
  "e_tot_ha": -1383.22346,
  "elements": ["Ru", "C", "C", "C", "H", "C", "C", "H", "H", "H", "H", "C", "C", "C", "H", "C", "C", "H", "H", "H", "H", "O", "C", "C", "C", "C", "C", "H", "H", "H", "H", "H", "H", "H", "H", "H", "H", "S", "C", "C", "C", "C", "C", "C", "H", "H", "H", "H", "H"],
  "xyz": [[0.53994, -0.11657, 0.05905], [0.81912, -1.72871, 1.32226], [-0.60647, -1.96140, 1.45753], [-1.10070, -2.45059, 0.23852], [-1.16767, -1.81967, 2.37261], [-0.05760, -2.52526, -0.70772], [1.16831, -2.13783, -0.04026], [2.18131, -2.32275, -0.40434], [1.51523, -1.58707, 2.14193], [-2.12797, -2.74003, 0.05176], [-0.09994, -3.08536, -1.63706], [1.85112, 1.85645, 0.77811], [2.47676, 0.57411, 0.61309], [2.47611, 0.27190, -0.82516], [3.02337, 0.01878, 1.37045], [1.98783, 1.45900, -1.47912], [1.53068, 2.36883, -0.51574], [1.12723, 3.34927, -0.73357], [1.69991, 2.37410, 1.72708], [3.02962, -0.54075, -1.30323], [2.00173, 1.62879, -2.54608], [-0.35601, 0.19265, -1.93473], [-0.43663, 0.03171, -3.43348], [-2.02610, 0.16925, -3.29388], [0.05784, -1.34266, -3.92754], [0.18733, 1.20643, -4.29341], [-1.75866, 0.66839, -1.88394], [-2.62713, -0.76971, -3.28863], [-2.44653, 1.00246, -3.86877], [-1.67252, 1.77208, -1.82605], [-2.40856, 0.27984, -1.06748], [-0.33667, -1.71720, -4.90244], [-0.28556, -2.03496, -3.14192], [1.15157, -1.27890, -3.96483], [-0.16792, 1.33219, -5.35119], [1.26671, 1.01909, -4.35738], [0.01966, 2.16229, -3.75227], [-1.07069, 1.03852, 1.35386], [-0.87946, 0.72474, 3.02834], [0.34980, 0.54928, 3.69455], [0.35490, 0.30845, 5.06696], [-0.83094, 0.26793, 5.80017], [-2.05099, 0.43359, 5.14104], [-2.08597, 0.67724, 3.77836], [1.27683, 0.68456, 3.12883], [1.31596, 0.22057, 5.57272], [-0.81176, 0.15334, 6.87248], [-2.99495, 0.46010, 5.68616], [-3.00144, 0.90352, 3.22437]],
  "forces_ev_per_angstrom": [[-1.5, 1.6, -0.5], [-0.6, -2.4, 0.2], [0.7, -0.9, 0.1], [-0.3, -0.2, 0.1], [0.0, 0.2, -0.2], [0.9, -1.2, 1.2], [-0.3, -1.6, 0.3], [-0.5, 0.1, 0.1], [-0.2, 0.0, -0.1], [0.0, 0.2, 0.0], [0.0, 0.4, 0.1], [1.0, 0.1, -0.3], [1.1, 1.0, -0.8], [1.8, 1.8, 0.0], [-0.3, 0.0, -0.1], [0.7, -0.3, 0.3], [0.9, 0.2, 0.3], [-0.2, -0.2, 0.1], [-0.1, -0.3, -0.4], [-0.3, 0.4, 0.2], [-0.2, -0.1, 0.2], [-1.5, 0.1, -1.5], [-2.0, -0.1, -1.5], [0.7, 0.5, 0.2], [-0.3, 0.3, 0.9], [-0.1, -0.1, 1.0], [0.6, 0.2, 0.0], [0.6, 0.7, -0.4], [-0.2, -0.7, -0.5], [-0.4, -0.5, 0.1], [1.0, 0.1, -0.3], [0.1, 0.9, 0.6], [0.4, 0.0, -0.6], [-0.1, -0.5, 0.0], [-0.2, -0.6, 1.1], [-0.1, 0.2, 0.0], [0.1, -0.4, -0.4], [-1.3, 1.1, -0.4], [-0.4, 0.1, 0.4], [-0.3, 0.1, 0.1], [0.1, 0.3, -0.1], [0.0, -0.1, -0.2], [-0.2, 0.4, -0.2], [0.7, 0.0, 0.1], [-0.4, -0.3, 0.2], [-0.2, -0.1, 0.0], [0.1, -0.2, 0.2], [0.2, -0.1, 0.1], [0.2, -0.3, 0.3]]
}